## one
ORCA calculation (the ωB97M-V functional and the def2-TZVPD basis) on 2 unconnected molecules or ions with the total composition C3H8O4.

Results
LUMO: 0.0130 Ha
highest occupied orbital energy: -0.38078 Ha

Structure (ORCA input):
```
! RIJCOSX wB97M-V def2-TZVPD def2/J DEFGRID3
* xyz 0 1
O 1.92 -0.19 1.37
C 1.29 -0.33 0.36
O 0.30 0.54 0.01
C 1.07 -1.57 -0.50
C 0.97 -1.40 -2.03
O -0.32 -1.25 -2.56
H 0.17 1.30 0.59
H 0.19 -2.07 -0.09
H 1.91 -2.36 -0.49
H 1.35 -2.28 -2.54
H 1.65 -0.54 -2.19
H -0.97 -0.79 -1.96
H -3.91 3.88 3.31
H -2.66 3.12 3.58
O -2.97 3.94 3.13
*
```

***

## two
ORCA calculation (the ωB97M-V functional and the def2-TZVPD basis) on 2 unconnected molecules or ions with the total composition C3H8O4.

Results
LUMO: 0.0213 Ha
highest occupied orbital energy: -0.32031 Ha

Structure (ORCA input):
```
! RIJCOSX wB97M-V def2-TZVPD def2/J DEFGRID3
* xyz 0 1
C 1.57 0.45 1.12
C 0.23 -0.16 0.66
C -1.83 -0.44 -1.23
O 0.16 -1.54 0.81
O -1.55 -0.44 -2.54
O -2.67 0.49 -0.78
O -0.14 0.33 -0.57
H 1.86 -0.26 1.89
H 2.38 0.70 0.32
H 1.46 1.44 1.47
H -0.52 0.25 1.45
H -1.93 -1.41 -0.87
H 1.07 -1.90 0.87
H -1.02 -1.21 -2.76
H -2.50 1.21 -1.43
*
```

***

Ordering by calculated energy gives the sequence one, two, with the first entry being the most stable.

***

## one
ORCA calculation (the ωB97M-V functional and the def2-TZVPD basis) on a gas-phase ion, C3H6N5O3 (charge +1).

Results
LUMO: -0.1761 Ha
highest occupied orbital energy: -0.51792 Ha

Structure (ORCA input):
```
! RIJCOSX wB97M-V def2-TZVPD def2/J DEFGRID3
* xyz 1 1
C 0.69 -0.01 -0.30
C 2.75 1.19 -0.09
C -0.58 0.16 0.43
N 1.89 0.30 0.01
N -1.45 -0.88 0.05
N 0.36 -0.95 -1.25
N -1.63 -1.88 0.94
N -1.17 1.68 0.01
O -2.32 1.63 -0.34
O -0.37 2.53 0.27
O -0.97 -1.27 -1.28
H 2.55 2.13 -0.65
H 3.60 1.32 0.53
H -0.71 0.28 1.57
H 0.99 -1.31 -1.96
H -2.65 -2.31 0.93
H -0.98 -2.61 1.12
*
```

***

## two
ORCA calculation (the ωB97M-V functional and the def2-TZVPD basis) on a gas-phase ion, C3H6N5O3 (charge +1).

Results
LUMO: -0.1480 Ha
highest occupied orbital energy: -0.52513 Ha

Structure (ORCA input):
```
! RIJCOSX wB97M-V def2-TZVPD def2/J DEFGRID3
* xyz 1 1
C -0.27 2.03 0.33
C 1.00 -1.35 1.29
C -0.13 -0.01 -0.37
N 0.59 -0.31 0.72
N -1.52 -0.01 -0.27
N -1.29 1.88 1.04
N 0.42 -0.05 -1.59
N 0.71 3.06 0.47
O 0.64 4.04 -0.20
O 1.58 2.69 1.23
O -1.99 0.59 0.83
H 1.59 -1.23 2.19
H 0.81 -2.36 0.92
H -2.02 0.27 -1.12
H -1.73 2.35 1.83
H -0.05 0.33 -2.39
H 1.41 -0.21 -1.68
*
```

***

Ordering by calculated energy gives the sequence two, one, with the first entry being the most stable.

***

## one
ORCA calculation (the ωB97M-V functional and the def2-TZVPD basis) on a gas-phase ion, C3H12N2 (charge +2).

Results
LUMO: -0.2600 Ha
highest occupied orbital energy: -0.79732 Ha

Structure (ORCA input):
```
! RIJCOSX wB97M-V def2-TZVPD def2/J DEFGRID3
* xyz 2 1
C 0.24 0.23 -1.15
C -0.36 -0.51 0.06
C 0.60 -0.59 1.24
N 0.36 0.52 2.26
N -0.68 0.08 -2.36
H 0.43 1.29 -1.04
H 1.21 -0.17 -1.44
H -1.25 0.06 0.34
H -0.70 -1.48 -0.29
H 1.61 -0.51 1.00
H 0.48 -1.51 1.80
H 0.75 1.39 1.92
H 0.76 0.33 3.18
H -0.63 0.70 2.44
H -0.38 -0.56 -3.10
H -1.59 -0.25 -2.03
H -0.87 0.97 -2.83
*
```

***

## two
ORCA calculation (the ωB97M-V functional and the def2-TZVPD basis) on 2 unconnected molecules or ions with the total composition C3H12N2.

Results
LUMO: -0.3175 Ha
highest occupied orbital energy: -0.77139 Ha

Structure (ORCA input):
```
! RIJCOSX wB97M-V def2-TZVPD def2/J DEFGRID3
* xyz 2 1
C 0.95 -0.41 -0.28
C -0.13 0.44 0.12
C -0.99 -0.68 0.75
N -2.43 -0.33 0.43
N 2.53 0.77 -0.85
H 0.91 -0.99 -1.18
H 1.60 -0.64 0.64
H -0.86 0.72 -0.68
H 0.06 1.35 0.66
H -0.82 -1.73 0.53
H -0.92 -0.51 1.82
H -2.71 -0.94 -0.33
H -3.22 -0.39 1.14
H -2.39 0.60 -0.17
H 3.43 0.30 -1.10
H 2.78 1.58 -0.18
H 2.44 1.36 -1.76
*
```

***

Ordering by calculated energy gives the sequence one, two, with the first entry being the most stable.

***

## one
ORCA calculation (the ωB97M-V functional and the def2-TZVPD basis) on C2H8N2S in the gas phase.

Results
LUMO: 0.0076 Ha
highest occupied orbital energy: -0.22505 Ha

Structure (ORCA input):
```
! RIJCOSX wB97M-V def2-TZVPD def2/J DEFGRID3
* xyz 0 1
N 1.45 0.35 1.08
N -0.37 -0.57 1.51
C 0.34 -1.25 -1.09
C -0.94 1.42 -0.30
S 0.17 0.06 0.10
H 1.68 -0.55 1.51
H -0.03 0.03 2.24
H 0.82 -2.10 -0.59
H 1.02 -0.93 -1.85
H -0.63 -1.55 -1.45
H -1.97 1.05 -0.42
H -0.61 1.89 -1.23
H -0.93 2.13 0.50
*
```

***

## two
ORCA calculation (the ωB97M-V functional and the def2-TZVPD basis) on 2 unconnected molecules or ions with the total composition C2H8N2S.

Results
LUMO: 0.0341 Ha
highest occupied orbital energy: -0.32106 Ha

Structure (ORCA input):
```
! RIJCOSX wB97M-V def2-TZVPD def2/J DEFGRID3
* xyz 0 1
S 2.04 1.96 -1.57
H 1.68 1.95 -0.27
C -0.10 -0.79 0.29
C -0.97 0.22 0.19
N -2.14 0.25 0.97
N 0.95 -1.15 -0.60
H -0.25 -1.48 1.13
H -0.91 1.01 -0.55
H -2.25 1.07 1.56
H -2.17 -0.56 1.59
H 0.83 -2.07 -1.01
H 1.85 -1.14 -0.14
H 1.45 0.73 -1.59
*
```

***

## three
ORCA calculation (the ωB97M-V functional and the def2-TZVPD basis) on a molecular structure, C2H8N2S.

Results
LUMO: 0.0212 Ha
highest occupied orbital energy: -0.28561 Ha

Structure (ORCA input):
```
! RIJCOSX wB97M-V def2-TZVPD def2/J DEFGRID3
* xyz 0 1
S -1.30 -1.92 1.53
H -0.95 -1.41 2.73
C -0.12 1.58 0.60
N 0.67 -1.19 -1.62
C 0.58 0.03 -1.06
N -0.13 0.28 -0.03
H -1.09 1.72 1.09
H 0.06 2.36 -0.13
H 0.59 1.65 1.43
H 0.17 -1.92 -1.16
H 1.06 -1.33 -2.53
H 1.10 0.86 -1.55
H -0.63 -0.71 0.69
*
```

***

## four
ORCA calculation (the ωB97M-V functional and the def2-TZVPD basis) on 2 unconnected molecules or ions with the total composition C2H8N2S.

Results
LUMO: 0.0282 Ha
highest occupied orbital energy: -0.26390 Ha

Structure (ORCA input):
```
! RIJCOSX wB97M-V def2-TZVPD def2/J DEFGRID3
* xyz 0 1
C -1.59 -1.44 0.09
S -1.23 0.34 -0.05
H -2.60 -1.54 0.47
H -1.58 -1.90 -0.89
H -0.95 -1.95 0.82
N 1.43 -0.23 0.99
C 1.22 -0.05 -0.31
N 1.52 1.12 -0.95
H 1.16 0.50 1.63
H 1.43 -1.17 1.31
H 1.17 -0.95 -0.92
H 0.80 1.34 -1.62
H 1.95 1.86 -0.42
*
```

***

Ordering by calculated energy gives the sequence three, two, four, one, with the first entry being the most stable.

***

## one
ORCA calculation (the ωB97M-V functional and the def2-TZVPD basis) on a molecular structure, C3H4ClNO2.

Results
LUMO: -0.0409 Ha
highest occupied orbital energy: -0.36882 Ha

Structure (ORCA input):
```
! RIJCOSX wB97M-V def2-TZVPD def2/J DEFGRID3
* xyz 0 1
C 0.44 1.88 0.09
C -0.58 0.75 -0.03
C -0.04 -0.63 0.00
N -1.81 1.09 -0.18
O 1.63 1.65 0.09
O -2.90 -0.39 -0.10
Cl -4.49 0.03 -0.02
H 0.03 2.83 0.06
H 0.93 -0.76 -0.06
H -0.47 -1.09 -0.94
H -0.36 -1.27 0.87
*
```

***

## two
ORCA calculation (the ωB97M-V functional and the def2-TZVPD basis) on 2 unconnected molecules or ions with the total composition C3H4ClNO2.

Results
LUMO: 0.0017 Ha
highest occupied orbital energy: -0.33489 Ha

Structure (ORCA input):
```
! RIJCOSX wB97M-V def2-TZVPD def2/J DEFGRID3
* xyz 0 1
C -1.18 -1.37 0.46
C 0.33 1.21 -0.09
C 1.51 0.46 -0.31
N -1.15 -0.13 0.11
O -2.12 -2.06 0.60
O -0.13 2.23 0.15
Cl -2.57 0.73 -0.15
H -0.04 -1.82 0.50
H 2.45 1.00 -0.44
H 1.65 -0.27 0.49
H 1.25 0.01 -1.32
*
```

***

## three
ORCA calculation (the ωB97M-V functional and the def2-TZVPD basis) on 2 unconnected molecules or ions with the total composition C3H4ClNO2.

Results
LUMO: -0.0052 Ha
highest occupied orbital energy: -0.33594 Ha

Structure (ORCA input):
```
! RIJCOSX wB97M-V def2-TZVPD def2/J DEFGRID3
* xyz 0 1
C -2.17 2.05 0.58
C 1.57 -1.35 -0.83
C 1.22 -0.28 -0.12
N -1.69 0.99 0.20
O -2.27 3.17 0.90
O 0.61 -0.12 1.05
Cl -2.10 -0.57 -0.32
H 1.71 -1.35 -1.90
H 1.34 -2.42 -0.49
H 1.56 0.81 -0.43
H 0.21 -0.93 1.36
*
```

***

Ordering by calculated energy gives the sequence two, three, one, with the first entry being the most stable.